Entry from OMol25: 4 unconnected molecules or ions with the total composition C58H51BrN4O10P (ωB97M-V/def2-TZVPD).

The geometry in XYZ format:
```
125
Properties=species:S:1:pos:R:3:mulliken_charge:R:1
C -0.52 -0.24 -0.63 -1.316
P -2.15 -0.91 -1.09 0.296
O -3.00 -1.01 0.30 -0.555
N -1.81 -2.62 -1.41 1.324
C -1.49 -2.91 -2.83 -0.916
C -0.06 -2.50 -3.20 -0.786
C -0.01 -1.36 -4.22 -0.733
C -0.65 -1.69 -5.56 -1.164
N -0.16 -2.91 -6.15 0.378
C 0.94 -3.06 -6.96 -0.383
C 1.07 -4.38 -7.30 -0.687
C 0.01 -5.10 -6.67 -0.742
C -0.71 -4.15 -5.98 -0.141
C -2.57 -3.55 -0.74 -0.564
N -3.82 -3.76 -1.00 0.223
C -4.60 -3.05 -2.02 -0.090
C -4.69 -3.73 -3.41 -0.726
C -6.11 -3.47 -3.94 -0.766
C -6.47 -2.03 -3.67 0.506
O -7.54 -1.68 -3.31 -0.513
O -5.45 -1.15 -3.79 -0.486
N -2.01 -4.33 0.26 -0.501
Br -3.02 -4.27 1.87 0.028
C -0.58 -4.09 0.57 -0.016
C -0.28 -2.93 1.50 -0.307
O 0.73 -2.93 2.13 -0.478
H -0.64 0.68 -0.08 0.386
H -0.04 -0.01 -1.58 0.340
H 0.13 -0.93 -0.10 0.371
H -3.69 -0.32 0.23 0.383
H -1.60 -3.97 -2.98 0.778
H -2.17 -2.34 -3.46 0.113
H 0.54 -2.28 -2.33 0.614
H 0.40 -3.36 -3.69 0.606
H -0.55 -0.50 -3.80 0.253
H 1.02 -1.07 -4.36 0.508
H -1.73 -1.76 -5.50 0.312
H -0.42 -0.88 -6.25 0.445
H 1.57 -2.24 -7.25 0.396
H 1.84 -4.82 -7.91 0.442
H -0.18 -6.15 -6.73 0.478
H -1.59 -4.37 -5.39 0.255
H -4.31 -4.46 -0.46 0.382
H -4.32 -2.01 -2.06 -0.494
H -5.63 -3.07 -1.65 0.756
H -3.96 -3.34 -4.12 0.179
H -4.55 -4.79 -3.26 0.492
H -6.85 -4.11 -3.48 0.340
H -6.14 -3.62 -5.02 0.381
H -4.81 -1.47 -4.44 0.364
H -0.24 -4.97 1.10 0.392
H 0.02 -4.03 -0.33 0.085
H -0.97 -2.08 1.57 0.536
C -1.82 6.25 2.87 -0.429
C -2.74 6.04 3.89 -0.338
C -3.63 4.98 3.83 -0.733
C -3.60 4.12 2.73 0.294
C -2.69 4.34 1.70 0.211
C -1.80 5.40 1.78 -0.697
C -2.67 3.47 0.49 0.525
O -1.88 3.64 -0.41 -0.674
C -3.67 2.36 0.42 0.268
C -3.71 1.56 -0.72 -0.557
C -4.62 0.52 -0.81 -1.399
C -5.48 0.26 0.25 -0.274
C -5.45 1.05 1.39 -1.059
C -4.55 2.11 1.47 0.380
C -4.55 2.97 2.69 0.583
O -5.31 2.74 3.60 -0.652
H -1.13 7.07 2.93 0.367
H -2.77 6.71 4.74 0.400
H -4.34 4.81 4.62 0.492
H -1.09 5.57 0.98 0.487
H -3.03 1.77 -1.54 0.701
H -4.65 -0.09 -1.70 1.027
H -6.19 -0.56 0.19 0.567
H -6.12 0.86 2.21 0.517
C -0.02 9.58 9.27 -0.460
C -0.78 9.44 8.11 -0.595
C -0.41 8.50 7.15 -0.432
C 0.71 7.71 7.35 0.225
C 1.48 7.86 8.51 0.293
C 1.10 8.79 9.47 -0.665
C 2.71 7.06 8.72 0.504
O 3.37 7.18 9.73 -0.661
C 3.11 6.09 7.66 0.308
C 4.28 5.36 7.81 -0.596
C 4.66 4.45 6.84 -0.477
C 3.86 4.26 5.72 -0.522
C 2.69 4.98 5.56 -0.520
C 2.32 5.90 6.52 0.189
C 1.07 6.70 6.32 0.430
O 0.38 6.52 5.34 -0.590
H -0.31 10.30 10.02 0.401
H -1.65 10.06 7.95 0.417
H -1.00 8.39 6.25 0.474
H 1.69 8.90 10.36 0.484
H 4.89 5.52 8.69 0.481
H 5.58 3.89 6.96 0.401
H 4.16 3.54 4.96 0.406
H 2.07 4.84 4.68 0.516
C 6.66 -2.40 -6.08 -0.581
C 7.97 -2.71 -5.71 -0.456
C 8.21 -3.38 -4.52 -0.620
C 7.14 -3.74 -3.70 0.426
C 5.84 -3.41 -4.07 0.047
C 5.60 -2.75 -5.27 -0.534
C 4.69 -3.74 -3.19 0.381
O 3.55 -3.46 -3.51 -0.648
C 4.97 -4.43 -1.89 -0.016
C 3.92 -4.70 -1.03 -0.571
C 4.16 -5.35 0.17 -0.484
C 5.45 -5.73 0.51 -0.555
C 6.50 -5.45 -0.34 -0.660
C 6.27 -4.79 -1.54 0.523
C 7.42 -4.48 -2.44 0.495
O 8.55 -4.81 -2.14 -0.663
H 6.48 -1.88 -7.02 0.414
H 8.80 -2.43 -6.34 0.399
H 9.22 -3.63 -4.22 0.488
H 4.59 -2.51 -5.55 0.600
H 2.91 -4.41 -1.30 0.705
H 3.34 -5.55 0.85 0.432
H 5.64 -6.23 1.45 0.397
H 7.51 -5.74 -0.08 0.487
```

Results
LUMO level: -4.259 eV
net charge: +1
molecular weight: 1074.94 u
energy: -6127.36961 a.u.
HOMO level: -10.40 eV